A structure of composition C24H24Cl4IN3OSiZr at a distorted geometry, computed with ωB97M-V with the def2-TZVPD basis set.

```
! wB97M-V def2-TZVPD RIJCOSX def2/J DEFGRID3
* xyz 0 1
C -4.864 3.037 -0.353
Cl -7.397 1.313 -0.111
N -2.343 2.025 0.027
H -3.957 4.915 -0.767
H 2.160 1.983 1.831
H -1.634 3.955 -0.346
H 1.491 -2.508 1.831
C 2.422 1.169 1.120
H 2.066 -5.179 1.259
H 4.773 -2.173 1.796
C 1.523 2.801 -1.534
H 5.041 -3.891 2.124
C -3.205 -0.218 0.425
H 3.997 2.360 0.288
C -0.508 0.526 -3.602
H 3.747 -5.523 0.803
O -1.949 -0.638 0.478
H 1.320 2.981 -0.447
C -0.505 -0.140 -2.371
C 3.624 -0.951 -0.250
H 2.539 2.383 -1.726
N 3.262 -3.447 1.072
I -4.065 -3.014 1.329
C 2.528 -1.107 0.556
C -2.543 3.291 -0.335
Cl -0.415 2.773 2.035
H 4.920 0.627 -1.132
H -1.958 -1.765 -2.390
C -5.579 -0.523 0.619
Cl -0.274 1.745 5.677
H 0.197 2.525 -4.206
C -3.794 3.874 -0.482
Zr -0.370 0.721 0.762
C -3.416 1.183 0.153
C 4.271 -3.110 2.076
C -0.887 -1.559 -2.167
H -5.893 3.421 -0.463
H -0.292 -2.181 -2.930
C -4.738 1.698 0.032
C 0.544 1.820 -2.104
H -0.778 0.012 -4.528
C -4.274 -1.041 0.701
H 1.494 -3.079 0.177
H -0.563 -1.949 -1.200
H 3.811 -2.974 3.085
Cl -0.874 -0.369 3.335
C 2.972 -4.769 0.684
Si 0.750 0.656 4.143
C 3.551 1.402 0.313
H 4.051 -1.858 -0.689
C 0.100 1.781 -3.418
N 0.102 0.691 -1.400
C 2.137 -2.537 0.929
C 1.761 -0.045 1.107
H -6.407 -1.125 0.973
H 1.397 3.696 -2.134
H 2.611 -4.818 -0.333
C 4.105 0.361 -0.415
C -5.785 0.768 0.098
*
```

Output
Relative energy (zero: lowest compared OMol25 entry of this formula, charge and spin) (kJ/mol): 52.33
Calculated total energy (a.u.): -3643.58155
LUMO level (eV): -1.15
Gap between HOMO and LUMO (eV): 5.92

natural (NBO) atomic charge list, values in e, 5 entries:
1. C -0.0960
2. Cl 0.0215
3. N -0.5199
4. H 0.2398
5. H 0.2327

***

A structure of composition C16H48BCaF5O8 at a distorted geometry, computed with ωB97M-V with the def2-TZVPD basis set.

```
! wB97M-V def2-TZVPD RIJCOSX def2/J DEFGRID3
* xyz 1 2
O -0.666 2.659 0.792
H 3.513 -2.384 2.393
H 2.852 2.800 1.245
H 4.126 3.708 0.647
H -4.987 4.009 2.325
C 1.518 2.091 -3.332
H 1.474 -5.161 1.601
Ca -2.381 -2.020 -0.683
H 3.656 0.669 0.229
C -3.331 -2.027 3.730
H 3.547 -0.758 3.070
H -1.965 5.194 1.018
C -1.965 -0.877 -4.870
F 0.911 0.194 -0.236
H -3.950 -2.903 3.534
H 3.546 2.861 -3.785
C -0.971 5.004 1.421
H 1.354 -0.798 2.217
H -2.903 -1.294 -5.237
H -0.209 4.103 -0.529
C 2.017 -5.135 0.656
O -3.463 1.839 0.312
H -2.347 -0.018 -4.318
C 2.582 2.698 -4.267
H -0.396 -1.730 -3.489
C 1.576 -1.534 2.989
H -0.485 5.967 1.264
H 1.010 2.820 -2.700
H 2.881 1.966 -5.017
H -5.162 2.935 -0.060
F -0.824 0.164 -1.625
H 5.155 1.422 0.815
H 2.635 2.291 -1.202
C 4.334 1.513 0.104
H -0.205 2.054 0.207
C -2.604 -1.362 2.539
C -1.259 -2.001 -4.097
H -2.539 2.040 0.476
C 3.070 -1.735 3.148
F 0.254 -1.647 -1.081
H -1.047 -2.805 -4.801
O 1.001 -2.722 2.544
H -2.551 -2.163 4.479
C -4.498 3.116 1.937
O 2.849 3.112 -0.752
H -5.227 2.338 2.166
B -0.175 -0.513 -0.635
H -3.955 -1.291 4.237
O 2.053 1.125 -2.486
H 0.892 3.984 0.794
H -2.601 -0.282 2.684
O -2.202 -2.342 -3.101
H 3.364 -6.554 1.547
F -1.342 -3.967 -0.133
H 4.713 1.502 -0.919
O 1.113 -5.176 -0.401
H -3.580 3.110 2.524
H 2.529 -7.246 0.159
C -0.169 3.930 0.547
H -1.406 -0.460 -5.708
C -4.213 3.064 0.459
H -3.003 -2.598 -3.563
H 3.380 -2.194 4.087
C 2.996 -6.340 0.543
H 0.451 -4.480 -0.405
H -3.609 3.840 -0.011
H 0.705 1.729 -3.962
H 0.754 -2.478 1.649
F -1.000 -0.525 0.440
H 2.210 3.549 -4.836
H -1.146 4.767 2.470
C 3.552 2.813 0.410
H 2.617 -4.225 0.643
H 1.122 -1.138 3.897
O -3.374 -1.690 1.424
H -4.251 -1.300 1.456
H -1.570 -1.701 2.477
H 1.432 0.701 -1.890
H 3.785 -6.107 -0.173
*
```

Output
Calculated total energy (a.u.): -2442.02608
LUMO level (spin up / spin down) (eV): -3.15 / -8.58
Gap between HOMO and LUMO (spin up / spin down) (eV): 8.06 / 2.64
<S²>: 0.754

Mulliken atomic charge list, values in e, 5 entries:
1. O -0.5154
2. H 0.2223
3. H 0.1858
4. H 0.3860
5. H 0.3895